Computed, not measured: a structure of composition C31H39BN4O7S, with ωB97M-V with the def2-TZVPD basis set.

Summary:
net charge = 0
gap between HOMO and LUMO = 7.952 eV
E_LUMO = -0.643 eV
energy = -64580.0846 eV

Each line ends with the Mulliken charge.
Geometry (Å):
C1 -2.0687 3.6903 1.3425  -1.161
C2 -2.2487 2.2304 1.8009  -0.192
B1 -1.0158 1.3576 1.3638  0.557
O1 0.2279 1.8864 1.5971  -0.751
C3 -1.1047 -0.0455 0.6399  0.887
C4 -0.7667 -1.2829 1.3181  0.586
C5 -0.3895 -1.2864 2.7783  -2.106
C6 1.0500 -0.8463 3.0568  -0.216
C7 2.0391 -1.9447 2.6706  -0.353
C8 3.4772 -1.4775 2.4804  -1.209
C9 3.6330 -0.3052 1.5166  -1.194
C10 3.1919 -0.6491 0.0846  0.975
C11 2.7664 0.5879 -0.7281  -0.020
C12 3.8922 1.1466 -1.5763  -1.332
O2 4.3447 0.1720 -2.4948  -0.124
C13 4.9603 0.7428 -3.6271  -0.917
C14 -0.8018 -2.4682 0.6610  -0.618
C15 -1.1572 -2.5045 -0.7067  0.171
N1 -1.2198 -3.5700 -1.5074  -0.779
S1 -1.6891 -3.0392 -2.9395  0.100
N2 -1.8420 -1.4700 -2.6454  -0.687
C16 -1.5159 -1.2955 -1.3617  0.980
C17 -1.5013 -0.0590 -0.6628  0.316
C18 -1.9213 1.1746 -1.4127  -1.036
C19 -0.7742 1.9548 -1.9892  -0.148
O3 0.3539 1.5333 -2.0755  -0.441
H1 -1.1826 4.1206 1.8054  0.390
H2 -2.9193 4.3056 1.6255  0.322
H3 -1.9033 3.7541 0.2676  0.229
H4 -2.2725 2.2503 2.8946  0.506
H5 -3.1908 1.8304 1.4304  0.128
H6 0.8699 1.4634 1.0127  0.057
H7 -0.4734 -2.3149 3.1285  0.478
H8 -1.0833 -0.6689 3.3512  0.487
H9 1.1378 -0.6751 4.1325  0.385
H10 1.2894 0.1019 2.5871  0.404
H11 1.6774 -2.4724 1.7889  -0.016
H12 2.0380 -2.6710 3.4864  0.405
H13 4.0458 -2.3181 2.0802  0.384
H14 3.8932 -1.1945 3.4489  0.400
H15 3.1088 0.5895 1.8557  0.499
H16 4.6917 -0.0373 1.4994  0.397
H17 4.0624 -1.0589 -0.4270  0.741
H18 2.4084 -1.4017 0.0842  -0.607
H19 2.4741 1.3994 -0.0556  0.196
H20 1.9228 0.3573 -1.3782  0.122
H21 3.5308 2.0320 -2.1096  0.478
H22 4.7148 1.4759 -0.9288  0.364
H23 5.8107 1.3673 -3.3397  0.342
H24 4.2531 1.3653 -4.1823  0.370
H25 5.2999 -0.0709 -4.2604  0.223
H26 -0.5499 -3.3929 1.1608  0.375
H27 -2.5377 1.8262 -0.7910  -0.252
H28 -2.5709 0.8678 -2.2361  0.641
H29 -1.0132 2.9747 -2.3394  0.382
C20 4.4508 -4.1082 -4.5721  -0.528
C21 3.9315 -3.0800 -3.7972  -0.618
C22 3.5342 -3.3250 -2.4932  0.124
C23 3.6704 -4.6050 -1.9900  -0.021
C24 4.1814 -5.6457 -2.7436  -0.567
C25 4.5733 -5.3888 -4.0469  -0.399
N3 3.2610 -4.8698 -0.5994  1.073
O4 2.7974 -3.9433 0.0349  -0.604
O5 3.4068 -5.9956 -0.1710  -0.637
H30 4.7626 -3.9119 -5.5896  0.398
H31 3.8337 -2.0821 -4.1999  0.466
H32 3.1302 -2.5312 -1.8848  0.328
H33 4.2711 -6.6349 -2.3210  0.483
H34 4.9757 -6.1890 -4.6527  0.380
C26 -8.4420 4.8339 3.0197  -0.402
C27 -8.5676 3.4556 2.9057  -0.464
C28 -7.7402 2.7505 2.0469  -0.332
C29 -6.7964 3.4485 1.3174  0.143
C30 -6.6553 4.8203 1.4116  -0.299
C31 -7.4898 5.5146 2.2723  -0.508
N4 -5.9025 2.7033 0.4155  1.074
O6 -6.0512 1.5018 0.3368  -0.626
O7 -5.0597 3.3352 -0.1897  -0.597
H35 -9.0880 5.3796 3.6943  0.382
H36 -9.3099 2.9274 3.4876  0.369
H37 -7.8259 1.6791 1.9472  0.455
H38 -5.9091 5.3350 0.8254  0.438
H39 -7.3947 6.5879 2.3607  0.370

***

Computed, not measured: a cluster of 8 separate species, C31H39ClF8N3O23S in total, with ωB97M-V with the def2-TZVPD basis set.

Summary:
net charge = +1
gap between HOMO and LUMO = 8.886 eV
E_LUMO = -3.967 eV
energy = -129430.4778 eV

Each line ends with the Mulliken charge.
Geometry (Å):
C1 1.6791 -0.3236 -0.9493  -1.171
C2 0.9365 0.9269 -1.3300  -0.235
N1 -0.0803 1.3646 -0.3131  0.292
C3 -0.9332 0.3502 0.0460  -1.086
N2 -0.9698 -0.0761 1.2346  0.846
C4 -0.1653 0.4880 2.3200  -1.202
C5 -0.5927 1.9200 2.5540  0.866
C6 0.4344 2.9940 2.6444  -1.022
N3 -1.8262 2.1001 2.6318  -0.469
C7 -1.9350 -1.1886 1.3283  -0.687
C8 -2.3289 -1.7366 2.6804  -0.988
O1 -1.3240 -2.5818 3.2126  -0.254
O2 -1.5084 -3.8679 2.6561  -0.274
C9 -2.9641 -0.8794 0.2565  1.229
S1 -3.7041 -2.4496 -0.2183  -0.179
Cl1 -3.9974 0.5296 0.4897  -0.104
C10 -1.9291 -0.3922 -0.8515  -0.808
F1 -1.3333 -1.3771 -1.5199  -0.334
H1 2.2285 -0.6476 -1.8204  0.453
H2 2.4141 -0.1594 -0.1741  0.360
H3 1.0418 -1.1570 -0.6685  0.199
H4 1.6587 1.7264 -1.3794  0.535
H5 0.4802 0.8845 -2.3142  0.207
H6 -0.6664 2.0532 -0.7838  0.413
H7 -0.3587 -0.0717 3.2195  0.630
H8 0.8713 0.4284 2.0333  0.267
H9 0.8605 3.0396 3.6406  0.385
H10 1.2482 2.8456 1.9459  0.340
H11 -0.0389 3.9509 2.4574  0.080
H12 -2.0269 3.0884 2.7662  0.269
H13 -1.3797 -2.0175 0.8918  0.342
H14 -3.1956 -2.3655 2.5254  0.560
H15 -2.5942 -0.9854 3.4137  0.393
H16 -0.8362 -3.9247 1.9596  0.313
H17 -4.5232 -2.1278 -1.2348  0.214
H18 -2.4579 0.3068 -1.4806  0.753
C11 -0.1768 -6.5998 4.0960  -0.060
C12 -0.0935 -6.9831 5.5521  0.301
O3 0.8945 -8.0033 5.5355  -0.322
C13 1.7207 -7.7525 4.4789  0.641
O4 2.7783 -8.2563 4.3086  -0.516
O5 1.1587 -6.8459 3.6382  -0.248
F2 -1.2604 -7.4936 6.0083  -0.286
H19 -0.8690 -7.2356 3.5407  0.131
H20 -0.4458 -5.5603 3.9379  0.111
H21 0.2293 -6.1795 6.2162  0.316
C14 -0.5955 0.6612 -5.5341  -0.366
C15 -0.8581 1.2920 -6.8820  0.277
O6 -0.2628 2.5737 -6.7352  -0.298
C16 0.7497 2.4446 -5.8367  0.642
O7 1.6119 3.2313 -5.6481  -0.513
O8 0.6436 1.2725 -5.1560  -0.269
F3 -2.1812 1.4416 -7.1143  -0.281
H22 -1.3708 0.9257 -4.8124  0.201
H23 -0.4983 -0.4208 -5.5749  0.315
H24 -0.4009 0.7721 -7.7247  0.302
C17 -3.9940 7.0854 1.2126  -0.466
C18 -4.3675 5.7975 1.9060  0.241
O9 -3.1344 5.0901 1.9112  -0.228
C19 -2.1358 6.0241 1.9175  0.589
O10 -1.0026 5.7914 2.1782  -0.478
O11 -2.6203 7.2406 1.5943  -0.349
F4 -5.2808 5.0871 1.2038  -0.274
H25 -4.0615 6.9960 0.1278  0.284
H26 -4.5876 7.9345 1.5392  0.276
H27 -4.7183 5.9182 2.9314  0.290
C20 1.6051 -8.8308 0.8501  -0.202
C21 2.5944 -9.0968 -0.2556  0.218
O12 2.0772 -8.2983 -1.3164  -0.321
C22 1.4153 -7.2584 -0.7464  0.529
O13 1.0762 -6.2714 -1.3203  -0.584
O14 1.1910 -7.4861 0.5654  -0.119
F5 2.5976 -10.3931 -0.6343  -0.295
H28 0.7376 -9.4954 0.7968  0.228
H29 2.0499 -8.9006 1.8402  0.190
H30 3.6167 -8.7860 -0.0355  0.333
C23 -2.0655 -5.8567 -0.8248  0.014
C24 -2.8813 -6.5426 -1.8938  0.306
O15 -2.1374 -7.7155 -2.1362  -0.322
C25 -1.4791 -8.0228 -0.9839  0.501
O16 -0.9692 -9.0594 -0.7547  -0.487
O17 -1.4949 -6.9608 -0.1289  -0.220
F6 -2.9394 -5.8065 -3.0316  -0.305
H31 -1.2672 -5.2450 -1.2509  0.215
H32 -2.6677 -5.2466 -0.1553  -0.108
H33 -3.8948 -6.8108 -1.5902  0.335
C26 4.3028 5.4265 -3.9834  -0.418
C27 2.9610 5.9641 -3.5712  0.309
O18 3.3138 7.0056 -2.6811  -0.247
C28 4.5442 7.4690 -3.0726  0.604
O19 5.0174 8.4896 -2.7099  -0.476
O20 5.1315 6.5930 -3.9284  -0.337
F7 2.2421 5.0303 -2.8958  -0.249
H34 4.6794 4.6829 -3.2796  0.297
H35 4.2957 4.9984 -4.9822  0.266
H36 2.3623 6.3617 -4.3914  0.242
C29 2.3803 8.6562 0.6084  -0.334
C30 3.7090 8.8066 1.3057  0.383
O21 3.4645 8.1859 2.5601  -0.336
C31 2.5018 7.2405 2.3605  0.627
O22 2.2437 6.3670 3.1178  -0.479
O23 1.8882 7.4305 1.1650  -0.244
F8 4.0314 10.1046 1.5053  -0.287
H37 1.6962 9.4690 0.8550  0.267
H38 2.4748 8.5822 -0.4722  0.160
H39 4.5406 8.3035 0.8101  0.248

***

Computed, not measured: a structure of composition C31H39GeN4NiO, with ωB97M-V with the def2-TZVPD basis set.

Summary:
net charge = 0
<S²> = 3.779
2S+1 = 4
gap between HOMO and LUMO (alpha / beta) = 2.588 / 5.892 eV
E_LUMO (alpha / beta) = -0.067 / -0.163 eV
energy = -138340.8362 eV

Each line ends with the Mulliken charge.
Geometry (Å):
Ni1 1.9594 -0.2831 -0.4929  0.965
C1 4.5282 -0.8210 -1.6438  -0.697
C2 3.7195 -0.0244 -2.7519  -0.903
N1 2.5805 0.7983 -2.2260  0.119
C3 2.9258 2.2192 -1.8863  -1.447
C4 3.2817 2.2723 -0.4662  0.909
C5 4.0539 3.3557 0.0566  -1.103
C6 4.4126 3.3821 1.3774  -0.558
C7 4.0271 2.3330 2.2256  -0.988
C8 3.2169 1.2954 1.6677  0.651
C9 2.6467 0.2271 2.5132  -1.390
N2 2.1840 -0.9390 1.6243  0.093
C10 3.0612 -2.1740 1.6019  -0.930
C11 4.1763 -2.0485 0.5379  -0.749
N3 3.6074 -1.6388 -0.8063  -0.224
N4 2.8340 1.3096 0.3665  0.815
H1 5.1506 -0.2089 -0.9259  0.309
H2 5.2198 -1.4803 -2.1900  0.494
H3 3.3219 -0.7792 -3.4416  0.417
H4 4.4856 0.6427 -3.2665  0.306
H5 1.7924 0.6982 -2.8208  0.157
H6 2.1452 2.9641 -2.1241  0.392
H7 3.8289 2.4884 -2.4320  0.422
H8 4.4356 4.0799 -0.6049  0.555
H9 4.9594 4.1934 1.8561  0.394
H10 4.2744 2.3249 3.2468  0.575
H11 1.8174 0.6213 3.0750  0.441
H12 3.3724 -0.1734 3.1834  0.401
H13 1.2171 -1.2092 1.9686  -0.071
H14 2.4040 -2.9736 1.4035  0.457
H15 3.5602 -2.2311 2.6083  0.352
H16 4.7025 -2.9892 0.3210  0.547
H17 4.9750 -1.3731 0.7862  0.355
H18 3.3778 -2.5094 -1.3048  0.288
C12 -0.7215 -1.4349 -3.9536  -0.910
O1 -0.2379 -0.5885 -2.8593  -0.100
C13 -0.3583 -1.0862 -1.5463  -0.153
C14 -0.0844 -2.5786 -1.4053  -1.456
H19 -1.7794 -1.7520 -3.8242  0.261
H20 -0.0208 -2.3085 -4.0580  0.357
H21 -0.5950 -0.8205 -4.8790  0.260
H22 -0.9361 -3.2371 -1.6879  0.370
H23 0.1228 -2.9040 -0.3879  0.224
H24 0.7835 -2.9100 -1.9826  0.354
C15 -0.7859 1.8711 -0.2967  -1.275
Ge1 -1.5832 0.0568 -0.3447  0.818
C16 -3.3249 0.2256 -1.3712  -0.036
C17 -4.5655 -0.0212 -0.8174  0.220
C18 -5.7226 0.5461 -1.3405  -0.647
C19 -5.6845 1.2011 -2.5657  -0.439
C20 -4.4465 1.3530 -3.2316  -0.727
C21 -3.3053 0.9134 -2.6031  -0.439
C22 -2.1487 -0.7649 1.2754  0.400
C23 -1.6118 -2.0012 1.6972  -0.060
C24 -1.9181 -2.5345 2.9913  -0.697
C25 -2.8421 -2.0020 3.7918  -1.206
C26 -3.5138 -0.8258 3.4175  0.502
C27 -4.5441 -0.2108 4.1689  -0.463
C28 -5.2080 0.9242 3.8331  -0.847
C29 -4.7846 1.6046 2.6775  -0.831
C30 -3.8067 1.0683 1.8578  -0.318
C31 -3.1876 -0.2057 2.1661  0.902
H25 -1.6333 2.5445 -0.1579  0.645
H26 -0.3138 2.0923 -1.2642  0.263
H27 -0.1006 1.9739 0.5754  0.241
H28 -4.6632 -0.6224 0.1329  0.392
H29 -6.6112 0.5820 -0.6877  0.367
H30 -6.5921 1.5516 -3.0619  0.340
H31 -4.3281 1.7436 -4.2157  0.434
H32 -2.3134 0.9809 -3.1216  0.076
H33 -0.8654 -2.5700 1.1090  0.021
H34 -1.4052 -3.4620 3.3477  0.281
H35 -3.0839 -2.4922 4.7263  0.304
H36 -4.7918 -0.7332 5.1347  0.221
H37 -5.9642 1.3790 4.4567  0.369
H38 -5.2089 2.5220 2.3445  0.421
H39 -3.5696 1.5830 0.9239  0.209